Formula: C19H44N5O6
Source: the Open Molecules 2025 dataset
Level of theory: ωB97M-V/def2-TZVPD

XYZ file:
```
74
Properties=species:S:1:pos:R:3:forces:R:3
N 0.849 1.787 0.676 0.0 0.2 -0.2
C 0.835 2.926 -0.250 -0.5 -0.5 0.2
C -0.557 3.288 -0.832 0.6 0.2 -0.1
C -1.031 4.715 -0.528 -0.3 -0.5 0.1
C -2.021 4.851 0.634 0.1 0.3 -0.5
C -3.503 4.723 0.204 0.1 -0.1 0.5
C -3.996 3.332 0.188 0.0 -0.5 -0.7
N -3.760 2.500 -0.829 -0.5 0.0 0.4
C -4.318 1.330 -0.484 0.5 0.5 -0.4
N -4.248 0.235 -1.259 -0.5 -0.1 0.5
N -4.934 1.441 0.710 0.4 -0.5 -0.3
N -4.699 2.708 1.147 0.3 0.5 -0.2
H 0.654 0.947 0.145 0.0 -0.2 0.1
H 0.109 1.882 1.360 0.0 0.0 0.2
H 1.279 3.784 0.243 0.1 0.2 0.1
H 1.483 2.642 -1.068 0.3 0.1 -0.1
H -0.503 3.178 -1.911 -0.1 -0.1 -0.2
H -1.260 2.536 -0.491 -0.3 0.0 0.1
H -0.169 5.340 -0.326 0.2 0.1 0.1
H -1.494 5.134 -1.416 -0.1 0.2 -0.2
H -1.918 5.858 1.018 0.0 0.2 0.3
H -1.783 4.158 1.436 0.0 -0.1 0.2
H -4.130 5.337 0.844 -0.1 0.0 0.1
H -3.595 5.080 -0.811 -0.1 0.2 -0.3
H -4.055 -0.684 -0.909 -0.2 -0.1 0.2
H -4.289 0.348 -2.253 0.4 0.2 -0.2
H -5.467 0.741 1.198 -0.1 0.2 0.3
H -5.017 3.078 2.027 -0.1 -0.2 0.2
C 2.109 -5.303 4.222 0.0 0.1 -0.1
O 1.935 -3.913 4.054 0.2 0.1 0.1
C 1.142 -3.326 5.069 0.0 0.0 -0.2
C 1.539 -1.888 5.320 0.0 0.1 0.0
O 2.738 -1.729 6.057 0.0 0.0 0.0
C 3.974 -1.954 5.392 0.0 0.0 0.1
C 4.375 -0.858 4.430 0.0 -0.1 -0.2
O 3.651 -0.949 3.216 -0.3 0.1 0.1
C 3.534 0.292 2.554 0.1 -0.2 0.0
H 1.160 -5.839 4.106 0.0 0.0 0.1
H 2.803 -5.641 3.456 0.0 0.0 0.0
H 2.536 -5.530 5.205 0.0 0.0 0.0
H 1.234 -3.889 6.005 0.0 0.0 0.0
H 0.090 -3.353 4.749 -0.1 0.0 0.1
H 0.765 -1.448 5.955 0.0 0.0 0.0
H 1.563 -1.317 4.389 0.1 -0.1 -0.1
H 3.993 -2.930 4.904 -0.1 0.0 -0.1
H 4.717 -1.970 6.192 0.0 0.0 0.0
H 5.446 -0.959 4.207 0.0 0.1 0.1
H 4.206 0.115 4.906 0.0 0.0 0.0
H 3.076 1.044 3.207 0.0 0.0 0.0
H 2.889 0.152 1.691 0.0 0.0 0.0
H 4.512 0.652 2.215 0.0 0.1 0.0
C 1.747 0.231 -6.313 0.0 -0.1 -0.1
O 1.185 -0.892 -5.668 -0.2 0.2 0.2
C 1.974 -1.365 -4.590 -0.1 -0.1 -0.2
C 1.115 -2.019 -3.533 0.1 -0.1 0.0
O 0.381 -1.102 -2.727 -0.1 0.0 0.1
C -0.754 -0.477 -3.292 0.0 0.1 0.1
C -1.964 -1.378 -3.433 0.0 0.0 -0.3
O -1.851 -2.231 -4.546 0.2 -0.1 0.2
C -2.589 -3.427 -4.410 0.0 0.1 -0.1
H 2.685 -0.028 -6.816 0.0 0.1 0.0
H 1.032 0.575 -7.057 0.0 0.0 0.0
H 1.931 1.044 -5.601 0.1 0.0 0.0
H 2.539 -0.543 -4.137 0.0 0.0 0.0
H 2.686 -2.107 -4.974 0.1 0.0 0.1
H 1.784 -2.528 -2.837 0.0 0.0 0.0
H 0.460 -2.774 -3.969 -0.1 0.1 -0.1
H -0.520 0.009 -4.241 0.0 -0.1 -0.1
H -1.020 0.308 -2.576 0.0 0.0 0.0
H -2.856 -0.744 -3.576 0.0 0.0 0.1
H -2.083 -1.960 -2.508 0.0 0.0 0.0
H -2.299 -3.967 -3.501 0.0 0.0 0.0
H -2.365 -4.051 -5.271 0.0 0.0 0.0
H -3.667 -3.227 -4.386 0.0 0.0 0.0
```
Forces are in eV/Å.

Values from the calculation:
Frontier orbital gap ... 0.2702 Eh
HOMO ... -10.5 eV
Charge ... +1
E_tot ... -1475.19407 Ha